A molecular structure, C4H7HoO4. Source: OMol25; level of theory: ωB97M-V/def2-TZVPD.

Each line ends with the Löwdin charge.
Positions of all 16 atoms, in Å:
O (0.214, 0.462, -0.035)  -0.20
C (-1.062, 0.296, -0.100)  -0.95
O (-1.483, 0.966, -1.209)  -0.28
Ho (-0.532, 3.001, -0.069)  1.81
O (-1.893, 0.047, 0.764)  0.07
C (0.709, -0.891, -2.035)  0.01
H (0.398, -1.794, -1.492)  0.07
H (1.300, -1.270, -2.881)  0.03
H (1.582, -0.315, -1.703)  0.06
C (-1.970, -0.191, -2.586)  -0.20
C (-0.766, -0.559, -3.310)  -0.02
O (-2.969, 0.475, -3.253)  0.07
H (-2.442, -1.020, -2.046)  0.17
H (-0.356, 0.306, -3.850)  0.11
H (-0.891, -1.527, -3.807)  0.12
H (-2.664, 1.353, -3.506)  0.12

Its HOMO energy (alpha / beta) is -12.38 / -12.84 eV. The charge is +1. The value obtained for the LUMO energy (alpha / beta) is -5.6 / -6.8 eV. Its largest force on an atom is 5.1 eV/A. The expectation value of S² is 8.75. Its multiplicity is 6. As for the molecular weight: 284.0 g/mol. The value obtained for the frontier orbital gap (alpha / beta) is 6.818 / 6.051 eV.

---

2 unconnected molecules or ions with the total composition C4H7IN2. Source: OMol25; level of theory: ωB97M-V/def2-TZVPD.

Each line ends with the Löwdin charge.
Positions of all 14 atoms, in Å:
C (0.887, 0.496, 0.720)  -0.37
C (-1.731, -1.116, 0.776)  -0.05
C (-0.039, 0.642, -1.645)  -0.10
C (0.694, -0.030, -0.476)  -0.27
N (1.558, -0.150, 1.757)  -0.53
N (-2.518, -0.544, 0.141)  0.04
I (2.083, -2.122, 1.574)  0.78
H (0.506, 1.474, 1.088)  0.13
H (0.525, 1.470, -2.031)  0.07
H (-0.162, -0.169, -2.365)  0.08
H (-0.955, 0.972, -1.370)  0.00
H (1.031, -1.111, -0.731)  0.05
H (1.165, -0.096, 2.778)  0.07
H (-3.044, 0.286, -0.215)  0.11

Its HOMO energy is -7.96 eV. The charge is 0. The value obtained for the LUMO energy is 0.1 eV. Its largest force on an atom is 3.7 eV/A. As for the molecular weight: 210.0 g/mol. The value obtained for the frontier orbital gap is 8.105 eV.

---

Per-record energy relative to the best compared isomer or geometry (same formula, charge and spin), kJ/mol: 647.1 312.1